Computed, not measured: a 2-piece molecular cluster, C7H7FNO4S overall, with the ωB97M-V functional and the def2-TZVPD basis.

XYZ file:
```
21
Properties=species:S:1:pos:R:3:lowdin_charge:R:1
S -1.0220 -3.8658 -0.1025 1.259
F -2.3355 -3.9042 0.7264 -0.270
O -2.3023 -1.8372 -1.2836 -0.135
O -3.4325 -2.2860 -3.0818 0.185
O 2.5099 4.3223 0.3225 0.144
O 0.0240 -0.2470 1.2929 0.041
N -2.3687 -2.3497 -2.7010 0.038
C 0.5960 0.8112 1.0670 -0.363
C 0.6799 2.9253 -0.1598 0.042
C 1.9435 3.2811 0.5459 -0.371
C 1.8448 1.1566 1.7759 0.022
C 0.0559 1.7769 0.0863 0.016
C 2.4745 2.3033 1.5341 0.043
C -1.0823 -2.1557 -0.7359 -0.398
H -0.8685 1.5017 -0.4073 0.120
H 2.2079 0.4302 2.4914 0.125
H 3.3916 2.5832 2.0362 0.131
H 0.3090 3.6531 -0.8700 0.130
H -0.9044 -1.5214 0.1449 0.077
H -1.4619 -4.4819 -1.2211 0.035
H -0.2589 -2.0960 -1.4605 0.127
```

frontier orbital gap = 7.48 eV
HOMO level = -12.96 eV
charge = +1

Computed, not measured: a 2-piece molecular cluster, C23H33N3O4S overall at a distorted geometry, with the ωB97M-V functional and the def2-TZVPD basis.

XYZ file:
```
64
Properties=species:S:1:pos:R:3:lowdin_charge:R:1
S -0.6050 -8.0616 1.8321 0.637
O 0.0285 4.5654 1.0321 0.055
O -0.0048 -8.1452 3.1625 -0.321
O -2.7366 8.1395 -1.1955 0.034
O -2.0614 -8.1980 1.8103 -0.336
N -0.0714 -9.4078 1.0322 -0.079
N -2.7434 6.0964 -0.3731 0.105
N -1.3812 5.6062 2.3602 0.034
C -0.3715 -4.5801 -0.3127 -0.021
C -0.5809 7.2123 -0.9087 0.023
C 4.2811 -0.7715 -1.2110 -0.264
C 1.3419 -6.6722 0.3906 -0.051
C -2.2190 4.8188 0.1408 -0.198
C -0.8469 -5.6402 0.4651 -0.046
C 4.0128 0.0057 0.0797 -0.111
C 0.0673 0.6821 -0.2652 -0.065
C -2.2982 0.2267 0.0624 -0.078
C -0.2353 2.0055 -0.6270 -0.028
C 1.4647 -3.4253 -1.6140 -0.160
C -2.6591 6.1705 2.8001 -0.060
C -2.0942 7.1678 -0.8322 -0.546
C 1.8094 -5.6132 -0.3932 -0.020
C 2.5004 -2.5730 -0.8710 -0.204
C -1.5709 2.4484 -0.6401 -0.217
C 0.9595 -4.5562 -0.7506 -0.215
C 3.0338 -1.4597 -1.7852 -0.224
C -2.6027 1.5533 -0.2957 -0.039
C 0.0087 -6.6920 0.8178 -0.273
C -1.8919 3.8788 -1.0346 -0.098
C -1.1111 4.9718 1.2135 -0.460
C -0.9619 -0.2091 0.0779 -0.085
H -3.0456 4.3419 0.6658 0.140
H 0.6314 -2.7881 -1.9282 0.116
H -0.7280 -9.5452 0.2778 0.069
H -3.6317 1.8819 -0.3088 0.105
H 4.6749 -0.0770 -1.9602 0.103
H -1.8841 -5.6431 0.7957 0.116
H -0.7252 -1.2254 0.3604 0.084
H -3.4693 5.4543 2.6522 0.082
H 2.0136 -7.4840 0.6635 0.116
H -0.1608 7.2635 0.0926 0.083
H 3.2961 0.8117 -0.1000 0.062
H -0.1446 -10.1521 1.7111 0.070
H -2.8772 7.0854 2.2448 0.081
H -1.0472 -3.7745 -0.5824 0.109
H 3.3042 -1.8936 -2.7534 0.110
H 5.0533 -1.5239 -1.0216 0.104
H 2.8422 -5.6150 -0.7275 0.118
H -1.0529 4.2820 -1.6000 0.109
H 3.6237 -0.6497 0.8643 0.069
H -2.6048 6.4135 3.8629 0.087
H -3.7449 6.1929 -0.4107 0.152
H 4.9441 0.4528 0.4409 0.071
H 2.0417 -2.1403 0.0234 0.109
H 2.2491 -0.7190 -1.9671 0.102
H -0.2863 8.1026 -1.4614 0.088
H 1.0927 0.3521 -0.2369 0.064
H -2.7489 3.8551 -1.7092 0.125
H 0.5641 2.6901 -0.8739 0.109
H 3.3333 -3.2061 -0.5496 0.114
H -3.0916 -0.4584 0.3263 0.095
H -0.5939 5.6823 2.9870 0.146
H 1.9145 -3.8467 -2.5187 0.124
H -0.2023 6.3360 -1.4266 0.075
```

frontier orbital gap = 9.65 eV
HOMO level = -9.15 eV
SMILES = CNC(=O)[C@H](Cc1ccccc1)NC(C)=O.CCCCCc1ccc(S(N)(=O)=O)cc1
ΔE to the lowest compared entry with this formula, charge and spin = 35.6 kcal/mol

Computed, not measured: C38H32AsCaN6O4S as an isolated structure, with the ωB97M-V functional and the def2-TZVPD basis.

XYZ file:
```
83
Properties=species:S:1:pos:R:3:lowdin_charge:R:1
As -1.2371 1.4756 0.6501 1.275
Ca 0.9065 -0.8720 0.4035 1.074
S 0.8464 0.5994 2.8454 0.451
O 4.7172 0.2628 -1.8841 -0.013
O -1.3609 -1.6776 -3.3998 -0.021
O -0.6144 -1.7344 -1.3242 -0.041
O 2.2038 -4.9580 1.9092 -0.018
N 1.6942 -3.1133 -2.0986 0.089
N 0.6799 -2.6411 -2.9435 0.020
N 3.1627 -0.7854 -0.4767 -0.035
N 2.1743 -2.7639 1.0990 -0.027
N 1.1812 0.4981 -1.8178 0.055
N -0.5318 -2.7517 1.4185 0.037
C 0.1803 3.8549 1.5953 -0.104
C -1.0468 -1.7456 -4.7879 -0.061
C 5.4443 -1.1669 0.4381 -0.034
C -4.6821 0.9293 -1.6705 -0.092
C -4.8437 3.1827 -0.8529 -0.091
C -0.4233 -2.0147 -2.4933 -0.583
C 3.5709 -2.5408 1.1346 -0.212
C 0.4090 1.7740 -3.6877 -0.073
C 2.4373 0.6684 -2.2337 -0.174
C -1.7849 1.4058 2.5096 -0.425
C -2.9447 1.8217 -0.2438 -0.396
C -0.7858 0.9400 3.3884 -0.761
C -0.5243 -5.0183 2.1431 -0.009
C 0.1059 5.1856 -0.8416 -0.097
C 2.7453 1.4102 -3.3711 -0.002
C -1.1410 0.7898 4.7373 -0.136
C 1.6591 -3.8979 1.5674 -0.507
C 4.0883 -1.4879 0.3357 -0.211
C -0.4688 3.2692 0.5131 -0.367
C -2.4160 1.0831 5.1845 -0.110
C 0.1318 -3.8738 1.6994 -0.182
C -1.8961 -4.9859 2.3017 -0.070
C 5.7846 -2.8923 2.0653 -0.118
C -0.5028 3.9463 -0.7033 -0.132
C -3.3935 1.5348 4.3013 -0.117
C -5.3673 2.1325 -1.5971 -0.103
C -3.6398 3.0280 -0.1811 -0.121
C -2.5830 -3.8128 2.0150 -0.069
C 0.7562 5.7623 0.2401 -0.104
C 0.1951 1.0388 -2.5366 -0.178
C 6.2863 -1.8591 1.2949 -0.120
C 3.5810 0.0084 -1.4599 -0.501
C 4.4431 -3.2289 1.9815 -0.033
C -1.8537 -2.7243 1.5733 -0.134
C -3.4741 0.7775 -0.9993 -0.121
C 0.7883 5.0953 1.4566 -0.084
C 1.7191 1.9698 -4.1060 -0.063
C -3.0678 1.6891 2.9619 -0.117
H -0.1249 -1.2027 -5.0027 0.095
H -2.3438 -1.7845 1.3373 0.103
H -1.8746 -1.2693 -5.3046 0.095
H -6.3070 2.2557 -2.1217 0.095
H -3.6554 -3.7394 2.1346 0.097
H -0.4299 2.1933 -4.2282 0.103
H -2.6559 0.9527 6.2336 0.093
H 5.8303 -0.3668 -0.1706 0.087
H 6.4323 -3.4433 2.7376 0.088
H 1.9314 2.5503 -4.9959 0.102
H 1.2988 5.5363 2.3038 0.100
H 4.0493 -4.0366 2.5760 0.090
H -2.4290 -5.8621 2.6511 0.100
H -5.3762 4.1245 -0.7954 0.098
H -4.3929 1.7599 4.6518 0.088
H 7.3333 -1.5850 1.3532 0.087
H 0.0741 -5.8919 2.3573 0.109
H 3.7872 1.5137 -3.6363 0.111
H 1.2793 -3.6071 -1.3145 0.078
H -0.3856 0.4290 5.4242 0.090
H 1.2378 6.7265 0.1333 0.094
H -5.0826 0.1093 -2.2542 0.098
H -3.8249 2.0290 2.2649 0.084
H 0.7450 -2.9610 -3.8924 0.120
H -0.8111 0.8609 -2.1717 0.076
H -2.9289 -0.1593 -1.0726 0.081
H -0.9687 -2.7806 -5.1293 0.092
H -3.2325 3.8522 0.3933 0.108
H -1.0173 3.5099 -1.5516 0.089
H 0.2330 3.3296 2.5399 0.069
H 0.0734 5.6971 -1.7961 0.096
H 2.2274 -2.3277 -1.7074 0.054
```

frontier orbital gap = 6.19 eV
HOMO level = -4.15 eV
charge = -1
ΔE to the lowest compared entry with this formula, charge and spin = 5.2 kcal/mol

Computed, not measured: a 2-piece molecular cluster, C7H5BF2NO7S overall at a distorted geometry, with the ωB97M-V functional and the def2-TZVPD basis.

XYZ file:
```
24
Properties=species:S:1:pos:R:3:lowdin_charge:R:1
S 4.5551 1.5552 1.8019 0.969
F -4.3878 0.1869 -3.7412 0.089
F -5.3193 -0.2310 -1.6270 0.088
O -2.9645 -0.4373 -1.9343 0.220
O 3.3584 2.5240 1.0409 -0.276
O 5.3214 0.8334 0.4621 -0.289
O 5.5161 2.4141 2.5754 -0.437
O -1.2739 -1.8410 -1.4677 0.101
O -4.4087 -2.0374 -2.8869 0.221
O -3.0470 -3.8068 -2.6375 0.128
N 1.6977 1.0780 -0.1344 0.087
C 0.5621 0.2471 0.0241 -0.093
C -0.2187 -0.1728 1.2807 -0.013
C -3.2790 -2.6277 -2.5063 -0.415
C 2.1884 1.6613 1.0572 -0.368
C 1.5169 1.3777 2.4078 -0.035
C -2.3808 -1.6305 -1.9134 -0.402
C 0.2873 0.4451 2.6371 -0.022
B -4.2928 -0.6066 -2.5529 -1.001
H 5.7482 0.0318 0.8443 0.065
H -0.1858 0.2317 3.6455 0.088
H 1.9716 1.8870 3.3335 0.096
H 0.1462 -0.1944 -0.9575 0.099
H -1.1111 -0.8879 1.2487 0.100
```

frontier orbital gap = 9.00 eV
HOMO level = -7.08 eV
charge = -1
ΔE to the lowest compared entry with this formula, charge and spin = 62.1 kcal/mol

Computed, not measured: C6H10O2 as an isolated structure at a distorted geometry, with the ωB97M-V functional and the def2-TZVPD basis.

XYZ file:
```
18
Properties=species:S:1:pos:R:3:lowdin_charge:R:1
O -1.4909 -0.3193 -1.2162 0.011
O 1.3795 -0.4488 1.1498 -0.066
C 1.0958 1.6431 -0.2967 -0.002
C 0.2500 -1.4892 0.1637 -0.007
C 0.8032 0.2045 -0.0052 -0.474
C -1.6477 -0.0875 1.2215 -0.012
C 1.1223 -0.9902 -0.9751 -0.028
C -0.7989 -0.4096 0.0231 -0.407
H 0.2707 -2.4265 0.7041 0.135
H 0.4355 2.0480 -1.0671 0.082
H -1.7941 0.5957 -1.2981 0.106
H 0.6879 -0.9678 -1.9727 0.112
H 2.1269 1.7398 -0.6500 0.087
H -2.4761 -0.7958 1.3205 0.088
H 0.9962 2.2361 0.6157 0.086
H 2.1568 -1.3285 -0.9782 0.116
H -1.0417 -0.1195 2.1299 0.090
H -2.0755 0.9157 1.1312 0.085
```

frontier orbital gap = 9.57 eV
HOMO level = -8.86 eV
ΔE to the lowest compared entry with this formula, charge and spin = 91.3 kcal/mol

Computed, not measured: C34H28F4NO2PPbS as an isolated structure at a distorted geometry, with the ωB97M-V functional and the def2-TZVPD basis.

XYZ file:
```
72
Properties=species:S:1:pos:R:3:lowdin_charge:R:1
Pb 1.0769 -0.7235 -0.1383 1.301
S 3.3001 0.4756 3.9861 0.927
P -4.3287 0.7613 0.2817 0.823
F 1.2856 7.0267 -1.7090 0.124
F -0.0946 8.6352 -1.3832 0.079
F 1.1237 7.8442 0.4175 0.104
F 1.2587 0.2712 -6.3558 0.038
O 1.3837 -3.0776 0.1098 -0.149
O -0.8207 -2.5756 0.1000 -0.122
N 3.6255 -1.2354 0.1619 0.024
C -0.3951 -7.4335 1.5716 -0.084
C 5.2663 -1.4518 1.9267 -0.038
C 1.6284 0.6876 4.1534 -0.527
C 4.4915 -1.7662 -0.6630 -0.123
C 3.9781 -1.0001 1.4680 -0.251
C -5.9244 0.7132 -0.4840 -0.170
C -0.7114 5.9255 0.8989 0.017
C 5.7267 -2.2976 -0.2262 -0.069
C -0.7192 6.6621 -0.3272 -0.090
C -3.6624 2.3300 0.0309 -0.105
C 1.6266 -1.6315 -3.2545 -0.145
C 1.6400 -0.2026 1.9728 -0.369
C 1.5304 -1.4200 -4.6304 -0.021
C 0.8091 -6.7993 1.6279 -0.111
C -1.8536 6.6191 -1.1527 0.019
C 1.5134 0.7137 -2.7514 -0.195
C 0.1376 -3.3592 0.2620 -0.628
C 1.3912 -0.0685 -5.0732 -0.306
C -0.1091 -4.8010 0.7433 -0.123
C -1.5432 -6.6814 1.0885 -0.098
C -2.5055 4.7202 0.0208 -0.253
C -4.1646 0.6934 2.0747 -0.158
C 1.4447 1.0179 -4.1784 -0.013
C 2.9841 -0.3186 2.3101 -0.439
C 0.4330 7.5142 -0.7370 -0.459
C -3.3194 -0.4559 -0.5200 -0.169
C -1.4015 -5.3830 0.7768 -0.065
C -1.5280 4.8747 0.9836 -0.029
C 6.1743 -1.9609 1.0393 -0.104
C -2.7899 5.5743 -1.0252 0.014
C 0.8746 0.2089 3.1671 -0.242
C 1.5444 -0.5802 -2.3329 -0.423
C -3.1564 3.4503 0.0528 0.022
C 1.0295 -5.5358 1.0532 -0.017
H 1.4226 1.2133 5.0651 0.044
H -2.2867 -4.8139 0.3611 0.127
H -6.6991 0.7245 0.2939 0.070
H 1.6747 -7.2873 2.0742 0.101
H 1.5950 -2.1760 -5.3908 0.096
H -3.6636 5.4878 -1.6813 0.134
H -3.7123 -0.9636 -1.3536 0.051
H -3.1518 -1.3045 0.1851 0.078
H 5.6304 -1.2077 2.9570 0.113
H -0.2438 0.1952 3.1384 0.086
H -2.3250 -0.1086 -0.7100 0.030
H -2.4877 -7.2452 1.0922 0.100
H 1.5543 1.5486 -2.0157 0.072
H -6.0429 -0.1138 -1.1610 0.057
H -0.4273 -8.4493 1.9508 0.094
H 0.0510 6.1909 1.6567 0.142
H 1.6214 2.0140 -4.5930 0.099
H -6.1347 1.5469 -1.1547 0.073
H 7.2600 -2.1720 1.3187 0.131
H 2.0551 -5.0921 1.0017 0.132
H 4.0783 -1.8170 -1.6723 0.109
H -4.9700 1.3305 2.4586 0.069
H 1.8084 -2.6287 -2.8771 0.087
H -4.3268 -0.3264 2.4500 0.071
H -2.0112 7.3595 -1.9466 0.131
H -1.5572 4.1765 1.8081 0.133
H 6.1826 -3.0151 -0.9318 0.107
H -3.1439 0.9736 2.3391 0.069
```

frontier orbital gap = 3.19 eV
HOMO level = -4.46 eV
ΔE to the lowest compared entry with this formula, charge and spin = 90.7 kcal/mol